A molecular structure, C49H35N4O2P2ReS2Te. Source: the Open Molecules 2025 dataset; level of theory: wB97M-V/def2-TZVPD.

XYZ file:
```
96
Properties=species:S:1:pos:R:3
Re 0.790 -0.131 0.859
Te -3.883 0.739 0.717
C -4.768 1.599 -1.075
C -5.018 0.797 -2.182
C -5.491 1.386 -3.344
N -5.717 2.683 -3.471
C -5.487 3.445 -2.415
C -5.027 2.957 -1.202
C -2.034 0.714 -0.333
P -0.715 1.652 0.465
C -1.360 2.729 1.765
C -0.977 2.507 3.078
C -1.563 3.237 4.095
C -2.525 4.186 3.796
C -2.888 4.428 2.479
C -2.308 3.700 1.457
C -0.199 2.869 -0.780
C 0.889 3.692 -0.500
C 1.378 4.533 -1.482
C 0.782 4.560 -2.733
C -0.320 3.766 -2.999
C -0.808 2.917 -2.026
P -1.161 -0.860 -0.374
C -0.733 -1.144 -2.114
C 0.262 -2.080 -2.378
C 0.607 -2.358 -3.687
C -0.034 -1.703 -4.727
C -1.020 -0.766 -4.460
C -1.370 -0.481 -3.154
C -2.418 -2.157 -0.138
C -3.149 -2.580 -1.243
C -4.222 -3.438 -1.086
C -4.577 -3.890 0.173
C -3.847 -3.482 1.277
C -2.782 -2.614 1.125
H -4.842 -0.268 -2.135
H -5.694 0.790 -4.227
H -5.672 4.503 -2.555
H -4.865 3.626 -0.371
H -0.220 1.760 3.269
H -1.279 3.055 5.121
H -2.998 4.743 4.592
H -3.634 5.177 2.252
H -2.573 3.872 0.421
H 1.347 3.651 0.481
H 2.244 5.147 -1.285
H 1.187 5.197 -3.506
H -0.783 3.790 -3.976
H -1.655 2.273 -2.217
H 0.760 -2.566 -1.547
H 1.387 -3.072 -3.901
H 0.232 -1.924 -5.752
H -1.505 -0.242 -5.272
H -2.143 0.243 -2.932
H -2.874 -2.238 -2.230
H -4.782 -3.749 -1.955
H -5.424 -4.550 0.292
H -4.112 -3.834 2.263
H -2.228 -2.295 1.993
S 3.308 1.629 -0.725
C 4.030 1.922 -3.225
C 4.313 3.188 -2.824
N 4.574 4.270 -2.520
C 3.823 0.882 -3.841
S 1.907 0.390 -1.303
C 3.591 -0.366 -4.294
N 3.441 -1.421 -4.742
C 0.029 -0.968 2.806
C 0.713 -2.274 2.976
C 1.716 -2.420 3.935
C 2.468 -3.578 4.011
C 2.219 -4.630 3.148
C 1.203 -4.514 2.212
C 0.465 -3.354 2.122
H 0.327 -0.310 3.634
H -1.065 -1.050 2.843
H 1.927 -1.597 4.609
H 3.254 -3.653 4.751
H 2.825 -5.523 3.187
H 1.003 -5.326 1.529
H -0.275 -3.249 1.338
O 2.525 0.564 2.089
C 3.158 -0.461 1.784
N 2.575 -1.411 1.038
C 3.446 -2.437 0.792
O 3.230 -3.429 0.133
C 4.726 -2.093 1.513
C 5.919 -2.769 1.639
C 6.913 -2.180 2.417
C 6.713 -0.955 3.034
C 5.512 -0.267 2.898
C 4.532 -0.858 2.134
H 6.071 -3.719 1.150
H 7.857 -2.692 2.545
H 7.507 -0.527 3.631
H 5.339 0.684 3.374
```

* lowest unoccupied orbital energy (alpha / beta): 0.0209 / 0.0263 Eh
* multiplicity: 2
* orbital gap (alpha / beta): 5.127 / 5.130 eV
* charge: -1
* electronic energy: -4083.07495 a.u.



A molecular structure, C49H37HfN3O2S2. Source: the Open Molecules 2025 dataset; level of theory: wB97M-V/def2-TZVPD.

XYZ file:
```
94
Properties=species:S:1:pos:R:3
Hf -1.878 -0.676 0.234
C -2.525 2.477 3.292
C -3.896 2.518 3.351
C -4.673 1.670 2.554
C -4.011 0.771 1.722
N -2.584 0.636 1.772
C -1.865 1.566 2.538
C -4.728 -0.114 0.779
C -6.028 0.137 0.348
C -6.562 -0.502 -0.758
C -5.748 -1.306 -1.560
C -4.454 -1.614 -1.072
N -3.996 -1.060 0.128
C -3.427 -2.147 -1.876
C -3.583 -2.400 -3.251
C -2.489 -2.694 -4.053
C -1.214 -2.776 -3.436
C -1.121 -2.599 -2.070
N -2.179 -2.228 -1.277
H -1.870 3.242 3.818
H -4.462 3.190 4.041
H -5.754 1.771 2.525
H -0.840 1.430 2.451
H -6.644 0.842 0.948
H -7.568 -0.323 -1.130
H -6.113 -1.829 -2.455
H -4.534 -2.303 -3.758
H -2.549 -2.693 -5.114
H -0.339 -3.065 -3.921
H -0.203 -2.733 -1.493
C 0.628 -6.695 4.722
C 0.742 -5.427 3.998
C -0.371 -4.537 3.879
C -0.284 -3.356 3.170
C 0.911 -2.992 2.514
C 1.977 -3.867 2.575
C 1.861 -5.035 3.302
S 1.045 -1.332 1.992
O -0.504 -1.345 1.313
C 2.017 -1.415 0.494
C 2.251 -2.637 -0.080
C 3.339 -2.806 -0.922
C 4.196 -1.729 -1.181
C 5.361 -1.939 -1.961
C 6.195 -0.868 -2.201
C 5.835 0.432 -1.792
C 4.611 0.655 -1.189
C 3.821 -0.415 -0.787
C 2.621 -0.244 0.024
C 2.068 1.125 0.358
C 2.614 1.897 1.448
C 3.501 1.309 2.382
C 4.119 2.112 3.299
C 3.996 3.488 3.300
C 3.138 4.064 2.415
C 2.268 3.226 1.592
C 1.173 3.752 0.888
C 0.575 2.972 -0.120
C 1.145 1.743 -0.491
S 0.363 0.857 -1.870
O -0.962 0.449 -1.072
C -0.289 2.216 -2.841
C -1.625 2.610 -2.888
C -2.016 3.716 -3.590
C -1.052 4.541 -4.191
C -1.437 5.914 -4.584
C 0.282 4.078 -4.211
C 0.646 2.895 -3.621
H 0.425 -6.524 5.771
H 1.604 -7.198 4.601
H -0.150 -7.383 4.359
H -1.293 -4.772 4.358
H -1.121 -2.654 3.092
H 2.934 -3.671 2.034
H 2.799 -5.644 3.326
H 1.613 -3.477 0.146
H 3.485 -3.738 -1.449
H 5.639 -2.934 -2.305
H 7.120 -1.045 -2.767
H 6.460 1.300 -2.103
H 4.366 1.682 -0.927
H 3.779 0.262 2.237
H 4.829 1.644 4.025
H 4.602 4.105 4.016
H 3.047 5.154 2.327
H 0.867 4.791 1.034
H -0.368 3.341 -0.536
H -2.395 2.183 -2.244
H -3.034 3.998 -3.654
H -2.545 6.032 -4.565
H -1.174 6.210 -5.556
H -0.961 6.648 -3.893
H 0.951 4.638 -4.841
H 1.599 2.450 -3.834
```

* lowest unoccupied orbital energy: -0.4402 Eh
* orbital gap: 5.331 eV
* charge: +4
* electronic energy: -3047.27944 a.u.



A molecular structure, C49H38AsIrN5O11S4. Source: the Open Molecules 2025 dataset; level of theory: wB97M-V/def2-TZVPD.

XYZ file:
```
109
Properties=species:S:1:pos:R:3
Ir 0.503 1.778 -0.241
O 0.996 3.559 5.525
C 0.837 3.172 4.247
C -0.389 3.259 3.584
C -0.450 2.801 2.289
N 0.613 2.292 1.689
C 1.798 2.249 2.286
C 1.957 2.661 3.584
C 2.881 1.739 1.367
O 3.979 1.445 1.771
O 2.487 1.632 0.116
C -1.668 2.756 1.398
O -2.733 3.198 1.751
O -1.425 2.159 0.255
H 0.169 3.919 5.867
H -1.286 3.665 4.035
H 2.929 2.603 4.054
O -0.280 3.513 -3.591
As 1.023 2.379 -3.410
O 1.166 1.585 -4.809
O 0.645 1.271 -2.109
C 2.664 3.258 -2.903
C 3.718 3.003 -3.774
C 4.981 3.511 -3.513
C 5.206 4.251 -2.362
C 4.163 4.505 -1.485
C 2.894 4.015 -1.758
S 1.600 4.654 -0.721
O 1.301 5.959 -1.229
O 2.022 4.568 0.655
O 0.409 3.728 -0.976
H -0.418 3.975 -2.748
H 3.518 2.409 -4.657
H 5.790 3.329 -4.209
H 6.190 4.650 -2.155
H 4.322 5.077 -0.580
N -1.967 0.083 -1.746
S -4.279 -0.230 -0.737
N -1.334 -0.737 -2.105
S -0.789 -2.817 -0.335
N 0.823 -2.709 -0.462
S 1.479 -1.280 -0.087
N 0.539 -0.198 0.296
C 2.666 -1.035 -1.385
C 3.968 -0.652 -1.092
C 4.837 -0.405 -2.143
C 4.398 -0.526 -3.454
C 3.090 -0.897 -3.732
C 2.217 -1.160 -2.691
C 2.474 -1.800 1.315
C 2.108 -1.294 2.549
C 2.769 -1.738 3.686
C 3.788 -2.670 3.575
C 4.148 -3.171 2.328
C 3.484 -2.745 1.191
C -1.128 -4.126 -1.510
C -1.103 -3.804 -2.862
C -1.459 -4.763 -3.795
C -1.836 -6.035 -3.385
C -1.839 -6.352 -2.036
C -1.488 -5.398 -1.092
C -1.033 -3.651 1.231
C 0.050 -4.065 1.988
C -0.172 -4.517 3.282
C -1.458 -4.549 3.802
C -2.536 -4.122 3.036
C -2.323 -3.654 1.750
C -4.013 0.011 1.004
C -2.754 -0.252 1.528
C -2.561 -0.179 2.903
C -3.617 0.139 3.740
C -4.876 0.394 3.208
C -5.083 0.323 1.839
C -4.913 1.298 -1.349
C -4.825 2.496 -0.649
C -5.306 3.655 -1.244
C -5.862 3.620 -2.514
C -5.930 2.421 -3.210
C -5.454 1.255 -2.631
H 4.297 -0.520 -0.071
H 5.852 -0.097 -1.931
H 5.081 -0.317 -4.269
H 2.733 -0.954 -4.751
H 1.191 -1.434 -2.892
H 1.309 -0.564 2.599
H 2.489 -1.348 4.656
H 4.308 -3.010 4.461
H 4.947 -3.895 2.243
H 3.742 -3.144 0.218
H -0.813 -2.818 -3.190
H -1.453 -4.507 -4.846
H -2.125 -6.777 -4.117
H -2.121 -7.344 -1.708
H -1.500 -5.656 -0.043
H 1.044 -4.037 1.565
H 0.668 -4.837 3.883
H -1.623 -4.903 4.811
H -3.538 -4.139 3.443
H -3.154 -3.299 1.151
H -1.914 -0.460 0.878
H -1.572 -0.364 3.308
H -3.463 0.194 4.811
H -5.700 0.649 3.862
H -6.062 0.512 1.419
H -4.350 2.543 0.322
H -5.227 4.593 -0.711
H -6.229 4.530 -2.970
H -6.349 2.393 -4.208
H -5.483 0.319 -3.176
```

* lowest unoccupied orbital energy (alpha / beta): -0.0094 / -0.0716 Eh
* multiplicity: 2
* orbital gap (alpha / beta): 7.265 / 5.571 eV
* charge: 0
* electronic energy: -6924.30155 a.u.



A molecular structure, C49H38Cl2N6O3SiW. Source: the Open Molecules 2025 dataset; level of theory: wB97M-V/def2-TZVPD.

XYZ file:
```
100
Properties=species:S:1:pos:R:3
W 0.247 0.979 0.503
O -1.732 -1.801 2.938
C -0.913 -0.965 2.570
N -1.152 0.213 1.910
C -2.467 0.708 1.853
C -3.515 0.308 2.678
C -4.754 0.911 2.571
C -4.953 1.937 1.664
C -3.914 2.374 0.862
C -2.663 1.763 0.930
N -1.528 2.082 0.152
C -1.663 2.939 -0.910
O -2.678 3.529 -1.290
C -0.419 3.040 -1.684
C -0.348 3.945 -2.738
C 0.795 4.043 -3.497
C 1.860 3.191 -3.153
C 1.726 2.303 -2.123
N 0.604 2.168 -1.352
C 0.527 -1.127 2.881
C 0.958 -2.211 3.641
C 2.264 -2.263 4.071
C 3.095 -1.182 3.758
C 2.607 -0.159 2.976
N 1.353 -0.118 2.498
H -3.360 -0.478 3.398
H -5.567 0.567 3.194
H -5.923 2.406 1.574
H -4.065 3.188 0.176
H -1.222 4.549 -2.926
H 0.880 4.732 -4.321
H 2.793 3.221 -3.694
H 2.557 1.652 -1.887
H 0.237 -2.976 3.876
H 2.637 -3.104 4.633
H 4.116 -1.146 4.101
H 3.257 0.663 2.705
C -1.244 6.185 2.312
C -1.624 4.943 2.803
C -0.886 3.815 2.506
C 0.250 3.923 1.699
C 0.659 5.184 1.249
C -0.091 6.302 1.549
N 0.977 2.767 1.368
N 2.294 3.035 1.274
C 3.047 2.027 0.784
C 4.451 2.154 0.835
C 5.241 1.153 0.318
C 4.652 0.044 -0.284
C 3.266 -0.079 -0.325
C 2.401 0.865 0.231
H -1.835 7.060 2.537
H -2.497 4.853 3.432
H -1.153 2.844 2.913
H 1.559 5.258 0.657
H 0.224 7.269 1.180
H 4.871 3.034 1.298
H 6.318 1.234 0.363
H 5.271 -0.729 -0.714
H 2.851 -0.945 -0.833
O 0.136 -0.789 -0.236
Si -0.150 -2.281 -0.823
C 0.284 -2.253 -2.679
C 0.072 -3.350 -3.508
C 0.504 -3.342 -4.821
C 1.151 -2.230 -5.333
C 1.345 -1.117 -4.532
C 0.918 -1.138 -3.218
C -1.921 -2.913 -0.507
C -2.953 -2.845 -1.441
C -4.229 -3.282 -1.126
C -4.497 -3.816 0.124
C -3.467 -3.956 1.038
C -2.199 -3.508 0.721
C 1.032 -3.547 -0.040
C 2.135 -3.149 0.705
C 3.044 -4.067 1.199
C 2.842 -5.417 0.973
C 1.739 -5.837 0.246
C 0.847 -4.910 -0.258
H -0.438 -4.217 -3.114
H 0.345 -4.209 -5.447
H 1.501 -2.230 -6.354
H 1.835 -0.241 -4.931
H 1.072 -0.273 -2.578
H -2.758 -2.449 -2.427
H -5.023 -3.200 -1.857
H -5.499 -4.132 0.378
H -3.643 -4.415 1.999
H -1.409 -3.607 1.448
H 2.279 -2.096 0.897
H 3.907 -3.727 1.756
H 3.541 -6.141 1.364
H 1.576 -6.890 0.069
H -0.013 -5.237 -0.824
Cl -1.524 1.255 -4.629
C -2.672 0.995 -3.318
Cl -1.882 0.141 -1.961
H -3.489 0.382 -3.692
H -3.021 1.961 -2.953
```

* lowest unoccupied orbital energy (alpha / beta): -0.0425 / -0.0402 Eh
* orbital gap (alpha / beta): 5.559 / 5.576 eV
* charge: 0
* electronic energy: -3721.41485 a.u.